# 1
Here is a gas-phase ion, C2H6N5 (charge +1) at a distorted geometry from the Open Molecules 2025 dataset. Energies are from ωB97M-V/def2-TZVPD.

Positions of all 13 atoms, in Å:
N1 3.30756 -0.50714 0.74502
C1 2.36771 -0.06241 0.26679
N2 1.56883 0.64061 -0.55910
N3 0.05644 0.89836 0.10994
C2 -0.89832 -0.04399 0.03261
N4 -2.08950 -0.09512 0.66178
N5 -0.55722 -1.03823 -0.80121
H1 1.93286 1.51582 -0.97705
H2 -0.00702 1.78813 0.68047
H3 -2.55556 -0.94147 0.80066
H4 -2.17206 0.55363 1.57635
H5 -1.27211 -1.78686 -1.16191
H6 0.31837 -0.92133 -1.37436

Output
SMILES ... N#CN[NH+]=C(N)N
Net charge ... +1
Energy relative to the best compared isomer or geometry (same formula, charge and spin) ... 2.4977 eV
E_HOMO ... -15.08 eV
LUMO level ... -4.6 eV



# 2
Here is C3H3NO2 in the gas phase from the Open Molecules 2025 dataset. Energies are from ωB97M-V/def2-TZVPD.

Positions of all 9 atoms, in Å:
O1 -1.73061 1.46640 0.40953
C1 -0.71705 0.88304 0.18207
C2 -0.44894 -0.60103 -0.04316
N1 0.99949 -0.54599 -0.26822
C3 1.53592 0.68090 -0.17502
O2 0.49545 1.52950 0.05221
H1 -0.76156 -1.19271 0.82514
H2 -1.03268 -0.94399 -0.90956
H3 1.65998 -1.27612 -0.07298

Output
Net charge ... 0
Energy relative to the best compared isomer or geometry (same formula, charge and spin) ... 1.9833 eV
E_HOMO ... -9.57 eV
LUMO level ... 0.6 eV



# 3
Here is 5 unconnected molecules or ions with the total composition C6H22O5 at a distorted geometry from the Open Molecules 2025 dataset. Energies are from ωB97M-V/def2-TZVPD.

Positions of all 33 atoms, in Å:
O1 -0.15532 -0.23403 1.33056
H1 -0.15915 0.52264 1.91679
H2 0.71775 -0.22920 0.93818
O2 0.15904 1.76164 3.12337
H3 0.00081 2.70008 3.02077
H4 0.31839 1.64614 4.06012
O3 0.18762 -1.06408 -2.02586
H5 -0.14521 -0.21373 -1.73887
H6 0.23320 -0.99455 -2.97944
C1 -4.70309 -0.17875 0.24343
C2 -3.24025 0.21670 0.43124
C3 -3.06595 1.71472 0.60741
O4 -2.82529 -0.31069 1.67421
H7 -5.01860 0.07317 -0.76904
H8 -5.41742 0.29956 0.91354
H9 -4.78601 -1.23947 0.48031
H10 -2.72298 -0.19590 -0.43496
H11 -3.14453 2.01723 1.65164
H12 -3.71183 2.20632 -0.12011
H13 -2.02886 1.91347 0.33713
H14 -1.87192 -0.22927 1.59646
C4 3.55412 -1.98683 -1.74259
C5 3.57062 -0.95220 -0.67638
C6 3.80792 0.46699 -1.20467
O5 2.22310 -0.90101 -0.08477
H15 3.24696 -2.96005 -1.35971
H16 4.53764 -1.98967 -2.21246
H17 2.81981 -1.66455 -2.48085
H18 4.31214 -1.20926 0.08003
H19 2.96803 0.76060 -1.83433
H20 4.77841 0.54159 -1.69527
H21 3.86023 1.08594 -0.30898
H22 1.70052 -1.37352 -0.73688

Output
Net charge ... +1
Multiplicity ... 2
Energy relative to the best compared isomer or geometry (same formula, charge and spin) ... 0.0000 eV
E_HOMO (alpha / beta) ... -12.66 / -12.66 eV
LUMO level (alpha / beta) ... -2.7 / -9.0 eV



# 4
Here is C22H30FN3O3 in the gas phase from the Open Molecules 2025 dataset. Energies are from ωB97M-V/def2-TZVPD.

Positions of all 59 atoms, in Å:
C1 -7.06751 -1.03607 0.46994
O1 -5.87773 -1.78193 0.56818
C2 -4.72128 -1.21937 0.13363
C3 -3.56986 -2.00110 0.25196
C4 -2.34613 -1.51811 -0.15786
C5 -2.21613 -0.24228 -0.70168
C6 -0.88165 0.30591 -1.13872
N1 -0.45254 1.40917 -0.27600
C7 -0.23672 2.65774 -0.97063
C8 -0.14849 3.76447 0.07117
N2 0.92556 3.45607 0.98411
C9 1.33500 2.21685 1.28326
O2 2.22701 2.01848 2.09531
C10 0.67808 1.05014 0.55803
C11 0.26421 -0.00308 1.61288
C12 1.23011 -1.17718 1.54577
O3 0.94286 -2.24137 1.02747
N3 2.42225 -0.89226 2.09346
C13 3.56685 -1.76263 1.98639
C14 4.62240 -1.17498 1.03904
C15 4.07999 -0.95828 -0.34681
C16 3.94192 0.25832 -0.85801
C17 3.43185 0.54190 -2.23962
C18 2.74145 -0.67460 -2.84911
C19 3.58815 -1.91809 -2.60715
C20 3.67918 -2.19075 -1.10849
C21 -3.37434 0.50891 -0.81332
F1 -3.31259 1.75006 -1.35506
C22 -4.61751 0.05547 -0.41066
H1 -7.30203 -0.78949 -0.57050
H2 -7.01408 -0.11538 1.05969
H3 -7.85065 -1.67603 0.87285
H4 -3.66313 -2.98875 0.67313
H5 -1.46647 -2.13614 -0.04980
H6 -0.14972 -0.50798 -1.11813
H7 -0.96282 0.66274 -2.17098
H8 -1.08604 2.85007 -1.62600
H9 0.68840 2.64869 -1.57720
H10 0.05274 4.72688 -0.40538
H11 -1.10185 3.82613 0.60930
H12 1.34984 4.20799 1.50910
H13 1.49511 0.62058 -0.05946
H14 -0.74652 -0.34542 1.40488
H15 0.28818 0.43328 2.61179
H16 2.59461 0.07543 2.35502
H17 4.00572 -1.90340 2.97993
H18 3.20624 -2.72531 1.61830
H19 4.97002 -0.22418 1.44904
H20 5.47053 -1.86326 0.99918
H21 4.23772 1.12607 -0.28154
H22 4.27939 0.83859 -2.86839
H23 2.74689 1.39575 -2.21404
H24 2.58252 -0.51781 -3.91820
H25 1.76433 -0.81709 -2.38221
H26 4.58979 -1.75624 -3.01237
H27 3.15150 -2.77941 -3.11608
H28 2.70594 -2.53032 -0.73962
H29 4.39728 -2.99152 -0.91477
H30 -5.46740 0.70624 -0.53534

Output
SMILES ... COc1ccc(CN2CCNC(=O)[C@H]2CC(=O)NCCC2=CCCCC2)c(F)c1
Net charge ... 0
Energy relative to the best compared isomer or geometry (same formula, charge and spin) ... 1.6886 eV
E_HOMO ... -8.43 eV
LUMO level ... 0.7 eV



# 5
Here is 3 unconnected molecules or ions with the total composition C38H76BrFN4O3PS at a distorted geometry from the Open Molecules 2025 dataset. Energies are from ωB97M-V/def2-TZVPD.

Positions of all 125 atoms, in Å:
C1 1.81638 -1.17187 4.75105
C2 2.27789 -1.93773 3.39588
C3 1.27099 -1.50465 2.21428
C4 2.02667 -0.82777 0.96571
C5 1.24661 -1.09644 -0.44117
C6 1.31169 0.24055 -1.36925
C7 -0.18907 0.83548 -1.55148
C8 -0.63913 1.76415 -0.31506
C9 -0.02597 3.25377 -0.48308
C10 0.66518 3.63307 0.93068
C11 1.20640 5.13737 1.02024
C12 2.79014 5.28219 0.72406
C13 3.61281 4.31279 1.75209
C14 4.92975 5.06981 2.35489
C15 6.25803 4.19481 2.22382
C16 6.38861 2.71343 2.76005
P1 4.98232 1.88308 3.66774
O1 3.79917 1.34055 2.53685
O2 5.36919 0.54037 4.61952
S1 4.00244 3.08058 4.89149
C17 7.79057 2.05090 2.43279
C18 8.08937 0.51316 2.83686
Br1 8.54730 0.26887 4.74947
C19 6.96989 -0.51158 2.26507
C20 7.53593 -1.37594 1.01462
N1 8.85105 2.70598 1.77719
N2 8.66699 3.96065 1.40635
C21 9.88718 4.58566 0.75407
C22 9.76218 4.64207 -0.85267
O3 9.87822 3.53554 -1.44278
C23 7.53012 4.82045 1.51135
C24 7.48543 6.34046 0.96037
C25 6.99270 6.36435 -0.59927
C26 5.46302 6.79682 -0.77973
F1 5.43353 7.69741 -1.92988
H1 2.57493 -1.34292 5.59443
H2 1.68905 -0.04514 4.59372
H3 0.81120 -1.58149 5.12039
H4 3.37434 -1.75591 3.13908
H5 2.11824 -3.04816 3.60022
H6 0.55461 -0.71344 2.64966
H7 0.66358 -2.38494 1.81403
H8 3.11702 -1.15295 0.85346
H9 1.97666 0.31183 1.12957
H10 1.67766 -2.00637 -0.98233
H11 0.14462 -1.29617 -0.20215
H12 1.98459 1.03415 -0.88500
H13 1.76878 -0.03184 -2.39249
H14 -0.19234 1.46293 -2.50733
H15 -0.87455 -0.07416 -1.68633
H16 -0.26365 1.27796 0.66624
H17 -1.78482 1.76384 -0.22646
H18 -0.91632 3.96344 -0.62842
H19 0.74576 3.32116 -1.32955
H20 1.43776 2.82442 1.15413
H21 -0.18325 3.54292 1.71201
H22 0.96973 5.57693 2.05872
H23 0.61338 5.76535 0.25617
H24 3.03722 5.05839 -0.36459
H25 3.03357 6.39263 0.94277
H26 3.95464 3.42553 1.10714
H27 2.86117 4.02986 2.55553
H28 4.96603 6.07132 1.81793
H29 4.79890 5.31915 3.47674
H30 3.14519 0.81561 3.06792
H31 5.81334 0.90035 5.42647
H32 9.04952 0.20503 2.27018
H33 6.13037 0.14644 1.81578
H34 6.56247 -1.17525 3.09438
H35 7.98819 -0.63864 0.26506
H36 8.27557 -2.17024 1.36103
H37 6.63492 -1.89037 0.53248
H38 10.80539 3.91812 0.96326
H39 10.14933 5.59921 1.22745
H40 9.60372 5.63720 -1.41253
H41 6.81657 7.00992 1.62021
H42 8.50660 6.84259 0.96082
H43 7.17976 5.37265 -1.13165
H44 7.62617 7.16621 -1.13672
H45 4.84905 5.88920 -1.09759
H46 5.02952 7.37694 0.09689
C27 -3.19178 -1.94127 -1.52599
C28 -4.18164 -0.96951 -2.15842
N3 -4.78366 -1.46007 -3.39189
C29 -5.51665 -0.42811 -4.12455
C30 -6.75573 0.16844 -3.46190
C31 -5.44934 -2.75712 -3.31275
C32 -6.59420 -2.90787 -2.31182
H47 -2.40086 -2.21439 -2.23008
H48 -2.71996 -1.47539 -0.65556
H49 -3.68004 -2.85506 -1.17803
H50 -3.62543 -0.05125 -2.38051
H51 -4.93942 -0.70217 -1.41127
H52 -5.79463 -0.81605 -5.11142
H53 -4.81849 0.39233 -4.33665
H54 -7.60506 -0.51537 -3.50383
H55 -7.05614 1.07559 -3.99498
H56 -6.58117 0.44658 -2.42065
H57 -4.69465 -3.51569 -3.08090
H58 -5.81181 -3.03984 -4.30735
H59 -6.36975 -2.45504 -1.34336
H60 -6.79064 -3.96985 -2.13544
H61 -7.52032 -2.47516 -2.69215
C33 -8.75657 -6.83808 -3.81705
C34 -8.91519 -7.05708 -2.31637
N4 -9.92163 -6.20360 -1.69595
C35 -9.87691 -6.23004 -0.23449
C36 -10.20368 -7.54845 0.46221
C37 -11.25962 -6.25776 -2.27732
C38 -11.96343 -7.61379 -2.31406
H62 -8.53003 -5.79245 -4.04250
H63 -7.93204 -7.44869 -4.19557
H64 -9.65341 -7.12804 -4.37029
H65 -7.94165 -6.83930 -1.86239
H66 -9.11340 -8.12079 -2.13490
H67 -10.53607 -5.44786 0.16007
H68 -8.86889 -5.92452 0.07562
H69 -11.27534 -7.75413 0.45549
H70 -9.90090 -7.49352 1.51232
H71 -9.68129 -8.39783 0.01780
H72 -11.20303 -5.87759 -3.30237
H73 -11.90731 -5.53867 -1.76344
H74 -11.30087 -8.42365 -2.62742
H75 -12.79205 -7.57833 -3.02770
H76 -12.39302 -7.87122 -1.34503

Output
Net charge ... +1
E_HOMO ... -8.91 eV
LUMO level ... -5.4 eV